Molecular formula: C25H110BrFN3O34S
Method: DFT, wB97M-V/def2-TZVPD

**HOMO level**: -10.99 eV
**Frontier orbital gap**: 7.68 eV
**Total energy**: -185369.2109 eV
**Max |F|**: 8.26 eV/A
**Total charge**: +1
**LUMO energy**: -3.3 eV

Last column: Löwdin charge in e.
Element x y z (Å)
C 3.0604 -3.4950 2.3586  -0.1365
O 2.9327 -2.8170 3.6588  -0.2496
C 3.5669 -1.4871 3.6588  -0.2198
C 4.9689 -1.3882 2.8149  -0.1853
C 5.7787 0.0183 3.1817  -0.1995
C 5.5802 1.1993 2.0603  -0.2034
C 6.1409 0.7763 0.5467  -0.2013
C 5.2599 1.5076 -0.6265  -0.2009
C 4.6345 0.4637 -1.7531  -0.1955
C 3.4827 1.2166 -2.7025  -0.1979
C 2.7402 0.1535 -3.7071  -0.2016
C 1.0787 0.1175 -3.5193  -0.1709
C 0.6736 -1.4683 -3.4377  -0.1824
C -0.8033 -1.7786 -2.7954  -0.1260
C -1.2281 -0.8238 -1.5329  -0.2105
C -2.4806 -1.2829 -0.5499  -0.2158
C -2.9996 -2.8370 -0.5791  -0.1245
C -4.6715 -2.8719 -0.5708  -0.1511
C -5.3201 -2.6314 0.9156  -0.1208
F -5.3214 -1.1966 1.3211  -0.1425
N -2.3535 -0.5471 0.7548  -0.0642
C -2.1422 -1.3385 2.0240  -0.0588
C -1.0673 0.2818 0.5386  -0.1578
N -0.7854 1.5137 1.1397  -0.3755
Br 0.8694 2.3114 0.7035  0.8760
C -1.8336 2.1611 2.0694  -0.1547
C -2.1564 3.7267 1.6926  -0.1746
C -2.6940 4.6325 2.9717  -0.1872
C -1.6631 4.6727 4.2464  -0.2227
S 0.1090 5.1095 3.8216  0.7956
O 0.6691 5.9825 5.0099  -0.3921
O 0.2394 6.0141 2.5443  -0.3824
O 1.0737 3.7041 3.7734  -0.2730
N -0.2160 -0.4655 -0.4657  -0.1272
C 0.7038 -1.5516 0.0407  -0.0609
H 2.9668 -2.7672 1.4419  0.0725
H 4.0789 -4.1072 2.3607  0.1185
H 2.1657 -4.2765 2.2668  0.0996
H 2.8262 -0.6306 3.2821  0.1267
H 3.8134 -1.2249 4.7770  0.1295
H 4.7248 -1.3558 1.6651  0.0927
H 5.7219 -2.2611 3.0977  0.1309
H 6.9200 -0.1917 3.4520  0.1228
H 5.2897 0.4246 4.1850  0.0995
H 4.4457 1.4783 1.9900  0.0960
H 6.1582 2.1482 2.4449  0.0817
H 7.2419 1.2347 0.4999  0.0858
H 6.2731 -0.3807 0.4212  0.0862
H 4.3852 2.0884 -0.1097  0.0849
H 5.9560 2.3244 -1.1439  0.0877
H 5.5622 0.1150 -2.4071  0.1168
H 4.2078 -0.5349 -1.2589  0.1002
H 4.0954 1.9605 -3.3945  0.1190
H 2.7032 1.7955 -2.0467  0.0773
H 2.9944 0.3099 -4.8556  0.0967
H 3.1805 -0.9217 -3.4327  0.1076
H 0.8617 0.7408 -2.5533  0.0822
H 0.6410 0.6976 -4.4363  0.0930
H 1.4597 -2.1506 -2.8909  0.0962
H 0.6408 -1.8611 -4.5646  0.1264
H -1.6663 -1.6521 -3.6104  0.1076
H -0.7731 -2.9168 -2.4374  0.0982
H -1.5712 0.2366 -1.9601  0.1621
H -3.3866 -0.7138 -1.0798  0.1397
H -2.6716 -3.4923 0.3330  0.0936
H -2.6938 -3.4394 -1.5505  0.0962
H -4.9918 -3.9669 -0.9206  0.1073
H -5.0507 -2.0943 -1.3663  0.1166
H -4.7338 -3.2713 1.7143  0.1228
H -6.4318 -3.0221 0.9320  0.1017
H -1.0444 -1.6975 2.2105  0.1014
H -2.8407 -2.2718 2.1476  0.1009
H -2.4101 -0.6141 2.9336  0.0771
H -1.5493 2.0568 3.2083  0.1322
H -2.8578 1.5795 1.9433  0.1425
H -3.0551 3.7208 0.9130  0.1100
H -1.2599 4.3079 1.2078  0.0886
H -2.8881 5.7456 2.6068  0.1256
H -3.7304 4.2038 3.3353  0.1352
H -1.6667 3.6003 4.7443  0.1203
H -2.0260 5.4794 5.0447  0.1321
H 2.0550 3.9269 3.5987  0.0852
H 0.2825 -2.6408 -0.0416  0.1103
H 0.9088 -1.3288 1.1930  0.1008
H 1.7596 -1.4199 -0.4915  0.1041
O 6.2074 3.0887 4.1195  -0.0727
H 5.7312 3.9225 3.9901  0.0336
H 5.9660 2.8183 5.0182  0.0247
O 1.0193 -4.5476 -1.8513  -0.0775
H 0.5474 -5.3815 -1.9954  0.0271
H 1.9379 -4.7562 -2.0788  0.0109
O 2.5560 -0.9375 -6.4979  -0.0700
H 2.1608 -0.3322 -7.1432  0.0085
H 3.2878 -1.3496 -6.9811  0.0640
O 3.8460 4.7003 2.6337  -0.0555
H 3.1233 5.1967 2.2212  0.0422
H 4.6353 5.2252 2.4324  0.0578
O -7.2564 -1.3961 3.6860  -0.0514
H -7.9073 -1.8723 3.1489  0.0419
H -6.5316 -1.2146 3.0690  0.0082
O -2.6656 7.8332 4.0275  -0.0618
H -2.7514 8.7243 4.3981  0.0585
H -1.8049 7.5271 4.3508  0.0299
O -3.6823 -5.4874 0.7584  -0.0659
H -4.5228 -5.8824 1.0347  0.0623
H -3.5167 -5.8757 -0.1139  0.0218
O 0.5319 1.2212 -7.3693  -0.0435
H 0.0557 2.0550 -7.4988  0.0606
H 0.2905 0.9509 -6.4706  0.0192
O -4.8122 2.6121 -0.1705  -0.0658
H -4.8635 1.7000 -0.4936  0.0296
H -5.6462 2.7388 0.3062  0.0246
O 1.8808 -0.4100 -9.8009  -0.0831
H 1.4404 -1.0599 -10.3689  0.0277
H 1.1569 0.1476 -9.4783  -0.0056
O -3.3454 -0.3719 4.5838  -0.0760
H -4.1829 0.0464 4.3338  0.0291
H -3.2936 -0.2377 5.5421  0.0560
O -3.8797 -5.4868 -2.3622  -0.0565
H -3.3354 -5.0139 -3.0094  0.0462
H -4.5068 -5.9878 -2.9052  0.0680
O 3.9344 -4.5284 -1.7605  -0.0503
H 3.8486 -3.6373 -1.3898  0.0398
H 4.7951 -4.8345 -1.4372  0.0666
O 6.8802 2.0089 6.7501  -0.0671
H 7.2551 1.4696 7.4624  0.0334
H 7.4428 1.8117 5.9862  0.0427
O 2.7503 -6.4811 1.1985  -0.0771
H 2.4565 -5.8557 0.5192  0.0047
H 1.9713 -7.0344 1.3599  0.0276
O 7.9064 -1.3008 -1.1359  -0.0736
H 7.9192 -0.5674 -1.7691  0.0358
H 8.4525 -0.9846 -0.4005  0.0401
O -7.8122 1.8214 0.1439  -0.0577
H -7.8635 0.9093 -0.1792  0.0157
H -8.6462 1.9481 0.6206  0.0482
O -7.9709 -0.6495 -2.0672  -0.0726
H -8.6217 -1.1257 -2.6043  0.0276
H -7.2461 -0.4680 -2.6842  0.0289
O 8.3675 2.6708 -0.5629  -0.0692
H 8.3802 3.4041 -1.1961  0.0395
H 8.9136 2.9869 0.1724  0.0558
O -7.6709 -1.7889 -4.5343  -0.0547
H -8.3217 -2.2651 -5.0714  0.0606
H -6.9461 -1.6074 -5.1513  0.0487
O 0.2418 -6.8260 -0.2752  -0.0472
H -0.1985 -7.4759 -0.8431  0.0627
H -0.4820 -6.2684 0.0474  0.0511
O -8.7325 -4.0343 -0.3910  -0.0548
H -8.7198 -3.3010 -1.0242  0.0268
H -8.1864 -3.7182 0.3444  0.0022
O 9.1724 1.9935 8.4745  -0.0678
H 10.1101 2.1763 8.6364  0.0495
H 8.8199 2.8396 8.1600  0.0382
O -9.9448 0.0435 4.8823  -0.0636
H -10.3399 0.6488 4.2370  0.0349
H -9.2129 -0.3686 4.3991  -0.0046
O 6.2220 4.5170 -1.5622  -0.0672
H 5.3845 4.9353 -1.8122  0.0518
H 6.2738 4.6512 -0.6039  0.0407
O -5.4780 1.5001 5.7972  -0.0583
H -6.3155 1.9184 5.5472  0.0500
H -5.4262 1.6343 6.7554  0.0513
O -4.5524 9.5734 2.3658  -0.0614
H -4.1775 9.0340 3.0781  -0.0073
H -3.9898 9.3761 1.6019  0.0421
O 0.4355 -2.7974 -8.9407  -0.0634
H 0.5431 -3.7600 -8.9178  0.0454
H 0.7016 -2.5109 -8.0541  0.0249
O -3.8262 -2.5365 -5.2420  -0.0614
H -3.8134 -1.8032 -5.8752  0.0469
H -3.2801 -2.2203 -4.5066  -0.0057
O -0.0646 1.2377 -11.1547  -0.0618
H -0.7154 0.7615 -11.6917  0.0475
H 0.6602 1.4193 -11.7717  0.0510


Molecular formula: C2H12NSi2
Method: DFT, wB97M-V/def2-TZVPD

**HOMO level**: -13.72 eV
**ΔE to the lowest compared entry with this formula, charge and spin**: 2.512 eV
**Frontier orbital gap**: 9.81 eV
**Total energy**: -19504.5884 eV
**Max |F|**: 4.03 eV/A
**Total charge**: +1
**LUMO energy**: -3.9 eV

Last column: natural (NBO) charge in e.
Element x y z (Å)
C 1.1981 -0.2696 1.9188  -0.4306
C 0.3858 0.7707 1.9012  -0.5717
N -0.0086 -1.8485 -1.0959  -1.0476
Si 0.5489 2.1014 0.5364  0.8453
Si -1.5234 -0.8541 -1.4266  1.0061
H 1.1198 -0.9926 2.6761  0.2061
H 2.1869 -0.2967 1.3652  0.1966
H -0.4445 0.8176 2.5889  0.2265
H -0.0033 -2.3607 -1.9856  0.4586
H 0.2551 -2.2102 -0.2474  0.4617
H 0.8723 -1.2968 -1.0926  0.4659
H 0.9309 1.0741 -0.5605  -0.2230
H -0.6466 2.6216 -0.1851  -0.1431
H 1.3551 3.1373 1.2529  -0.0979
H -2.1392 -0.4830 -0.2179  -0.1209
H -0.9181 0.3157 -2.0807  -0.1288
H -2.2739 -1.6531 -2.4792  -0.1030


Molecular formula: C16H20F3N3O3S
Method: DFT, wB97M-V/def2-TZVPD

**HOMO level**: -8.09 eV
**Frontier orbital gap**: 8.51 eV
**SMILES string**: CCOC(=O)[C@](NC(=O)CC)(Nc1sc(C)c(CC)c1C#N)C(F)(F)F
**Total energy**: -46518.4159 eV
**Max |F|**: 1.08 eV/A
**LUMO energy**: 0.4 eV

Last column: natural (NBO) charge in e.
Element x y z (Å)
C -2.1822 -3.6926 -1.3979  -0.6363
C -2.9873 -2.9959 -0.3138  -0.0735
H -3.9207 -2.5870 -0.7103  0.2083
H -3.1934 -3.6600 0.5282  0.1941
O -2.2083 -1.9165 0.2306  -0.5158
C -2.4587 -0.7016 -0.1986  0.8316
O -3.3927 -0.3331 -0.8506  -0.5794
C -1.4010 0.3231 0.3422  0.1087
N -1.0719 1.2053 -0.7438  -0.6362
C -0.7918 0.6411 -1.9540  0.7134
O -0.8172 -0.5653 -2.0770  -0.6153
C -0.4587 1.5798 -3.0849  -0.4982
C -0.2804 3.0473 -2.7208  -0.6232
H -1.2095 3.4806 -2.3563  0.2067
H 0.4978 3.1740 -1.9707  0.2121
H 0.0156 3.6027 -3.6077  0.2286
H 0.4483 1.1917 -3.5548  0.2400
H -1.2624 1.4688 -3.8178  0.2423
H -1.0684 2.2029 -0.6053  0.4283
N -0.2639 -0.3616 0.9137  -0.6142
C 1.0432 -0.0316 0.6459  0.1022
C 2.0997 -0.9155 0.6547  -0.3062
C 1.9155 -2.2945 0.8091  0.2803
N 1.7438 -3.4248 0.9242  -0.3310
C 3.3704 -0.2799 0.4643  0.0088
C 3.2594 1.0614 0.3022  -0.1879
S 1.5909 1.5883 0.3997  0.4026
C 4.3329 2.0677 0.0699  -0.6438
H 4.8986 1.8293 -0.8305  0.2232
H 5.0271 2.0895 0.9103  0.2265
H 3.9005 3.0583 -0.0433  0.2221
C 4.6487 -1.0562 0.4064  -0.4239
H 5.4907 -0.3930 0.6105  0.2115
C 4.8269 -1.7108 -0.9646  -0.5941
H 4.0090 -2.3997 -1.1628  0.2153
H 4.8425 -0.9570 -1.7490  0.2015
H 5.7611 -2.2657 -0.9971  0.2112
H 4.6276 -1.8345 1.1726  0.2223
H -0.4079 -1.3642 0.9894  0.4368
C -2.0872 1.1504 1.4520  0.9688
F -3.0965 1.8908 0.9880  -0.3105
F -2.5713 0.3682 2.4181  -0.3085
F -1.2299 2.0034 2.0302  -0.3209
H -2.7762 -4.4851 -1.8429  0.2158
H -1.2741 -4.1170 -0.9773  0.2215
H -1.9050 -2.9729 -2.1645  0.2344


Molecular formula: C2H2OS3
Method: DFT, wB97M-V/def2-TZVPD

**HOMO level**: -8.88 eV
**ΔE to the lowest compared entry with this formula, charge and spin**: 1.209 eV
**Frontier orbital gap**: 6.83 eV
**SMILES string**: OC(=S)C(=S)S
**Total energy**: -36657.7411 eV
**Max |F|**: 5.01 eV/A
**LUMO energy**: -2.0 eV

Last column: natural (NBO) charge in e.
Element x y z (Å)
C -0.4767 0.2668 -0.1718  -0.3608
C 0.5348 -0.5445 0.5484  0.1117
H -2.1255 0.5526 -1.7006  0.1693
H 1.8477 0.7259 0.7861  0.4925
O 1.6935 -0.1748 1.0071  -0.6173
S -1.9968 -0.3830 -0.5780  0.2212
S 0.3632 1.5780 -0.9309  -0.0409
S 0.1598 -2.0209 1.0397  0.0242


Molecular formula: C15H10F9N2O3S
Method: DFT, wB97M-V/def2-TZVPD

**HOMO level**: -5.26 eV
**Frontier orbital gap**: 7.13 eV
**Total energy**: -60132.6102 eV
**Max |F|**: 1.98 eV/A
**Total charge**: -1
**LUMO energy**: 1.9 eV

Last column: natural (NBO) charge in e.
Element x y z (Å)
C 4.5520 -1.1228 -0.9067  -0.4293
C 3.3593 -1.1739 -0.2348  -0.1494
C 2.5806 -0.0008 0.1957  -0.0321
C 1.2946 0.2513 -0.4133  -0.1887
C 0.5307 1.3276 -0.0675  -0.0597
C -0.7962 1.5401 -0.7534  -0.4327
C -1.9771 1.9122 0.1795  -0.4916
C -3.2569 1.2173 -0.2164  0.6533
F -4.3075 2.0348 0.1126  -0.3386
F -3.3217 1.0675 -1.5509  -0.3150
C -3.5751 -0.1070 0.5143  0.5723
F -4.8046 -0.4765 0.0885  -0.3063
F -3.6924 0.1002 1.8374  -0.3084
C -2.6121 -1.2943 0.2365  0.5556
F -3.3393 -2.4256 0.2829  -0.2968
F -2.0695 -1.2382 -0.9712  -0.2733
C -1.4865 -1.4637 1.3413  0.9258
F -0.3618 -1.8741 0.7627  -0.3022
F -1.8491 -2.4047 2.1973  -0.2976
F -1.1833 -0.3338 1.9673  -0.3053
C 1.0191 2.2424 0.9236  0.1665
N 0.4366 3.3429 1.3642  -0.6574
S 1.4457 3.9739 2.4769  0.8692
N 2.6161 2.8797 2.4336  -0.6178
C 2.2926 1.9568 1.5376  0.0876
C 3.0663 0.8208 1.1648  -0.2177
H 5.4385 -1.5537 -0.4464  0.1866
H 4.6700 -0.7321 -1.9116  0.2078
H 2.9149 -2.1515 -0.0331  0.2249
H 0.9398 -0.4493 -1.1670  0.3186
H -0.6517 2.3600 -1.4565  0.2202
H -0.9960 0.6599 -1.3565  0.2499
H -1.7474 1.8119 1.2330  0.2462
H -2.1586 2.9740 0.0426  0.2456
H 4.0192 0.6561 1.6431  0.2230
C 0.7774 -2.8056 -2.6025  0.9661
O 0.9839 -1.6313 -2.1691  -0.8669
O 0.1308 -3.6245 -1.6386  -0.7675
O 1.0446 -3.3178 -3.6822  -0.7315
H 0.0741 -2.9480 -0.9577  0.4668